No. 1
19
Properties=species:S:1:pos:R:3 method="wB97M-V/def2-TZVPD" homo_ha=-0.15252 total_charge=-1 energy_ev=-20677.208 de_lowest_kj_mol=0.00 orbital_gap_ha=0.28957 e_lumo_ev=3.73
C -0.542 1.133 -1.805
C 0.178 0.550 -0.603
N 1.550 0.120 -0.869
P 2.022 -0.630 0.569
O 2.085 0.319 1.735
O 2.988 -1.752 0.291
N 0.492 -1.455 0.690
C -0.582 -0.619 0.184
C -1.419 0.094 1.290
H -0.398 0.562 -2.670
H -0.315 2.275 -1.891
H -1.540 1.044 -1.445
H 0.277 1.377 -0.007
H 1.433 -0.752 -1.541
H 0.259 -1.971 1.485
H -1.332 -1.212 -0.400
H -1.013 0.743 1.958
H -1.877 -0.524 2.016
H -2.267 0.698 1.013



No. 2
18
Properties=species:S:1:pos:R:3 method="wB97M-V/def2-TZVPD" homo_ha=-0.35211 total_charge=0 energy_ev=-8899.617 de_lowest_kj_mol=200.68 orbital_gap_ha=0.39267 e_lumo_ev=1.10
C 1.778 0.440 -1.238
C 0.996 -0.488 -0.346
C 1.290 -0.641 1.104
N 0.152 0.137 0.656
C -1.171 -0.418 0.896
C -2.211 0.328 0.032
O -1.788 1.621 -0.319
H 1.132 0.853 -2.021
H 2.613 -0.081 -1.718
H 2.182 1.276 -0.658
H 0.575 -1.368 -0.838
H 2.099 -0.079 1.566
H 1.088 -1.612 1.560
H -1.213 -1.499 0.679
H -1.381 -0.287 1.962
H -2.426 -0.257 -0.874
H -3.151 0.410 0.592
H -0.846 1.663 -0.089



No. 3
17
Properties=species:S:1:pos:R:3 method="wB97M-V/def2-TZVPD" homo_ha=-0.31495 total_charge=0 energy_ev=-9441.352 de_lowest_kj_mol=163.17 orbital_gap_ha=0.34831 e_lumo_ev=0.91
C -1.612 0.005 -0.553
C -1.173 0.366 0.658
C -1.488 1.673 1.318
O -0.384 -0.388 1.465
H -1.407 -0.973 -0.981
H -2.234 0.683 -1.128
H -0.559 2.192 1.579
H -2.029 1.490 2.252
H -2.093 2.314 0.674
H -0.075 -1.183 0.990
C 2.116 -0.274 -0.812
C 1.579 -1.666 -0.960
O 0.883 -2.246 -0.151
H 1.805 0.327 -1.675
H 3.212 -0.316 -0.829
H 1.769 0.188 0.114
H 1.858 -2.192 -1.893



No. 4
11
Properties=species:S:1:pos:R:3 method="wB97M-V/def2-TZVPD" homo_ha=-0.33665 total_charge=0 energy_ev=-9235.342 de_lowest_kj_mol=496.48 orbital_gap_ha=0.35504 e_lumo_ev=0.50
C -1.837 0.220 -0.059
C -0.899 -0.643 0.216
C 0.481 -0.306 -0.149
C 1.056 0.805 0.001
O 2.259 0.792 0.201
N 2.517 -0.724 -0.058
N 1.395 -1.234 -0.079
H -2.851 -0.237 0.006
H -1.688 1.212 -0.115
H -0.975 -1.764 0.445
H 0.541 1.879 -0.409



No. 5
14
Properties=species:S:1:pos:R:3 method="wB97M-V/def2-TZVPD" homo_ha=-0.27380 total_charge=0 energy_ev=-26427.344 de_lowest_kj_mol=196.33 orbital_gap_ha=0.29189 e_lumo_ev=0.49
C -1.691 0.075 -0.001
C -0.341 -0.039 -0.675
C 0.859 -0.237 0.163
C 1.337 -0.557 1.356
S 2.634 -0.473 0.058
O 3.154 -1.751 -0.388
P 4.028 1.160 -0.071
H -2.063 -0.995 0.300
H -2.369 0.507 -0.595
H -1.482 0.641 1.003
H -0.277 0.833 -1.172
H -0.430 -0.810 -1.331
H 1.135 -0.942 2.366
H 4.274 0.687 -1.334



No. 6
57
Properties=species:S:1:pos:R:3 method="wB97M-V/def2-TZVPD" homo_ha=-0.28677 total_charge=0 energy_ev=-121975.116 de_lowest_kj_mol=25.02 orbital_gap_ha=0.29609 e_lumo_ev=0.25
Ti 0.290 -0.210 -0.241
C -2.547 3.846 3.542
C -2.190 3.513 2.111
O -2.151 2.086 1.925
P -0.768 1.281 1.744
S 1.457 -1.269 1.151
S 0.194 2.162 0.111
O 0.044 1.858 3.039
C 1.452 1.645 3.221
C 1.943 2.648 4.239
H -2.618 4.928 3.663
H -1.784 3.464 4.219
H -3.507 3.401 3.809
H -1.226 3.944 1.836
H -2.943 3.885 1.416
H 1.963 1.774 2.266
H 1.613 0.621 3.560
H 1.772 3.666 3.887
H 3.014 2.511 4.399
H 1.426 2.516 5.190
C -3.971 -2.958 0.048
Si -2.225 -2.505 0.612
C -2.286 -1.943 2.402
C -1.187 -4.086 0.514
C -1.563 -1.145 -0.499
H -4.396 -3.756 0.662
H -3.977 -3.298 -0.990
H -4.635 -2.093 0.116
H -2.732 -2.721 3.028
H -2.886 -1.037 2.513
H -1.283 -1.732 2.779
H -1.479 -4.758 1.325
H -0.122 -3.873 0.636
H -1.346 -4.636 -0.419
H -2.203 -0.268 -0.312
H -1.717 -1.362 -1.567
N 0.402 -3.037 -2.183
C 1.380 -2.143 -2.421
N 1.365 -0.904 -2.007
C 2.525 -0.226 -2.405
C 2.816 1.109 -2.148
C 4.005 1.633 -2.622
C 4.896 0.852 -3.354
C 4.610 -0.474 -3.630
C 3.422 -0.998 -3.147
S 2.776 -2.604 -3.358
H -0.221 -2.816 -1.416
H 0.630 -4.012 -2.283
H 2.122 1.723 -1.591
H 4.242 2.669 -2.423
H 5.819 1.284 -3.716
H 5.293 -1.084 -4.206
Cl 0.746 0.010 -5.271
C -0.827 0.569 -4.680
Cl -0.733 1.327 -3.075
H -1.496 -0.281 -4.616
H -1.199 1.308 -5.379



No. 7
13
Properties=species:S:1:pos:R:3 method="wB97M-V/def2-TZVPD" homo_ha=-0.33611 total_charge=0 energy_ev=-17591.988 de_lowest_kj_mol=573.24 orbital_gap_ha=0.34923 e_lumo_ev=0.36
C -1.546 -0.809 0.349
C -2.731 0.146 0.252
C -1.445 0.153 -0.518
N 2.769 0.627 -0.457
O 1.614 -1.372 -0.333
S 1.639 -0.202 0.513
H 2.475 0.979 -1.357
H -1.156 -1.804 0.671
H -3.751 -0.127 -0.167
H -3.047 0.888 1.073
H -0.814 0.388 -1.337
H 3.116 1.431 0.063
H 2.878 -0.297 1.249



No. 8
20
Properties=species:S:1:pos:R:3 method="wB97M-V/def2-TZVPD" homo_ha=-0.37565 total_charge=0 energy_ev=-12531.193 de_lowest_kj_mol=183.24 orbital_gap_ha=0.38719 e_lumo_ev=0.31
O 0.692 -0.522 -2.211
C -0.376 -1.064 -1.991
C -1.338 -0.418 -1.061
C -1.249 -0.867 0.443
C -1.840 0.020 1.558
O -1.152 1.253 1.627
H -0.803 -1.976 -2.392
H -0.892 0.710 -0.988
H -2.352 -0.259 -1.406
H -1.383 -1.978 0.445
H -0.162 -0.725 0.563
H -1.704 -0.512 2.510
H -2.822 0.478 1.270
H -0.188 1.207 1.606
O 1.860 0.250 1.828
H 2.566 -0.318 2.045
H 1.901 0.497 0.878
O 2.412 0.887 -0.740
H 2.293 1.779 -1.035
H 1.774 0.390 -1.260